Below is C40H46P2SiTc as an isolated structure in a non-equilibrium geometry, with properties calculated with ωB97M-V/def2-TZVPD.

Its total charge is +2. The HOMO-LUMO gap (spin up / spin down) is 6.19 / 5.28 eV. The HOMO energy (spin up / spin down) is -12.9426 / -13.3636 eV. As for the spin multiplicity: 4.

XYZ file:
```
90
Properties=species:S:1:pos:R:3:forces:R:3
Tc 0.0103 -0.1524 -1.1318 4.507 -0.136 1.864
C -1.9886 -0.3722 -0.1609 -2.983 -0.670 -1.470
C -2.0421 -0.5250 -1.5710 -2.130 -0.102 0.982
C -2.6313 0.5404 -2.4728 -0.531 0.528 -0.554
C -1.6901 1.6681 -2.9240 0.327 -0.201 -0.348
C -0.3718 1.6390 -2.1795 -0.325 1.044 1.047
C -0.3222 1.8795 -0.7589 -0.056 1.525 -0.746
C -1.5469 2.1839 0.0996 0.002 -0.275 0.837
C -2.3574 0.9149 0.5235 -0.131 0.474 0.940
C 2.0592 0.1805 -0.7981 1.365 -0.243 -0.213
H -2.2166 -1.2912 0.3978 0.897 0.374 0.034
H -2.1506 -1.5379 -1.9801 0.216 0.066 0.486
H -3.5431 0.9636 -2.0543 0.051 0.000 0.471
H -2.9904 0.0508 -3.3773 -0.028 -0.111 0.144
H -1.4989 1.5634 -4.0021 0.038 0.046 0.283
H -2.1400 2.6606 -2.8006 0.010 -0.149 0.072
H 0.4877 1.9801 -2.7631 0.120 -0.388 0.251
H 0.5904 2.3796 -0.3919 -0.469 -0.553 -0.210
H -2.1906 2.9761 -0.3188 0.253 -0.482 -0.312
H -1.1759 2.6253 1.0391 -0.047 -0.158 -0.405
H -2.2026 0.7500 1.6072 -0.031 0.132 -0.612
H -3.4408 1.1128 0.4381 0.289 -0.267 -0.324
H 2.3861 -0.7630 -0.3070 -0.040 0.376 -0.123
H 2.2457 0.9899 -0.0704 0.037 -0.456 -0.374
H 2.7792 0.3246 -1.6321 -0.684 -0.001 -0.067
P -0.1497 -1.9251 -8.5451 -1.116 0.071 -0.308
P 1.6832 0.3115 -8.8820 0.443 1.417 -2.101
C -0.9002 -0.3857 -9.1755 0.977 1.193 0.421
C -0.0056 0.5822 -9.5247 -1.022 -1.327 0.313
C -0.6228 -3.1282 -9.8532 0.593 -0.431 -0.439
C -1.7123 -2.8660 -10.7010 -0.189 0.076 0.384
C -2.2101 -3.8459 -11.5542 0.175 -0.471 -0.208
C -1.5216 -5.0603 -11.7163 0.311 0.174 0.556
C -0.3255 -5.2704 -10.9991 -0.138 0.171 -0.027
C 0.1195 -4.3128 -10.0662 -0.293 -0.175 -0.025
C -1.1662 -2.2289 -7.0370 0.539 0.161 0.146
C -0.8652 -1.3591 -5.9667 -0.124 -0.214 -0.294
C -1.5724 -1.4580 -4.7761 0.215 -0.208 -0.223
C -2.5931 -2.4058 -4.6414 0.232 0.233 -0.388
C -2.9111 -3.2398 -5.7174 -0.006 0.159 0.083
C -2.1767 -3.1879 -6.9058 0.100 0.332 0.020
C 2.5836 0.9554 -10.4186 0.243 -0.834 0.152
C 2.4659 0.1118 -11.5349 -0.155 0.246 -0.125
C 2.8568 0.5590 -12.7962 0.098 -0.072 -0.089
C 3.4146 1.8294 -12.9726 -0.245 -0.142 0.490
C 3.5749 2.6485 -11.8513 -0.027 -0.196 0.083
C 3.2148 2.2021 -10.5704 -0.277 0.067 -0.076
C 1.9105 1.7689 -7.8303 0.095 -0.341 0.715
C 3.1324 1.9323 -7.1514 -0.253 0.220 -0.093
C 3.3919 3.1451 -6.5026 -0.274 -0.232 -0.031
C 2.4300 4.1669 -6.5305 0.153 -0.310 -0.064
C 1.2217 3.9794 -7.2079 -0.042 0.088 0.242
C 0.9326 2.7638 -7.8131 0.409 0.065 -0.082
H -1.9928 -0.2623 -9.1025 0.500 -0.061 -0.657
H -0.2268 1.4783 -10.1273 -0.064 -0.412 0.522
H -2.1791 -1.8843 -10.6688 -0.192 -0.345 0.042
H -3.1511 -3.6859 -12.0880 0.465 0.102 0.067
H -1.9093 -5.8444 -12.3833 0.239 0.508 0.338
H 0.2502 -6.1978 -11.1658 -0.342 0.675 0.190
H 1.0478 -4.4887 -9.5108 -0.433 -0.003 -0.137
H -0.0899 -0.5917 -6.0852 -0.231 -0.332 0.072
H -1.3135 -0.7788 -3.9635 -0.049 -0.321 -0.310
H -3.1531 -2.4568 -3.7103 -0.026 -0.120 -0.226
H -3.7683 -3.9027 -5.6432 0.250 -0.059 0.032
H -2.4136 -3.8426 -7.7454 0.025 0.114 0.271
H 2.0227 -0.8835 -11.4182 0.134 0.328 -0.134
H 2.7152 -0.0863 -13.6585 0.072 0.037 0.143
H 3.7138 2.1763 -13.9660 -0.161 -0.136 0.411
H 3.9592 3.6584 -11.9874 0.065 -0.271 0.182
H 3.3855 2.8565 -9.7141 -0.153 -0.171 -0.242
H 3.8655 1.1166 -7.1566 -0.206 0.425 0.020
H 4.3370 3.2791 -5.9716 -0.335 0.023 -0.182
H 2.6250 5.1016 -6.0058 -0.027 -0.176 -0.249
H 0.4885 4.7791 -7.2753 0.155 -0.072 0.172
H -0.0091 2.5943 -8.3283 0.175 0.300 0.227
C 1.7355 -0.8690 4.8131 0.047 -0.535 -0.223
Si 0.2134 -0.2181 3.9295 0.439 0.944 2.349
C -1.3126 -0.9222 4.7594 -0.197 -0.388 -0.259
C 0.2537 1.5433 4.6069 -0.180 0.124 -0.437
C 0.2855 -0.1528 2.1169 0.119 -0.118 -3.508
C 0.3075 -0.0881 0.8624 -1.225 -0.234 1.475
H 1.4635 -0.6422 5.8551 0.249 -0.141 -0.163
H 2.6684 -0.3364 4.5820 -0.355 -0.054 -0.030
H 1.9312 -1.9447 4.7445 -0.060 0.172 -0.011
H -1.0874 -0.8253 5.8278 0.040 0.037 -0.095
H -2.2309 -0.3477 4.5907 0.204 -0.080 -0.140
H -1.5211 -1.9815 4.5920 0.006 0.089 -0.108
H 1.1294 2.1081 4.2617 -0.193 -0.086 0.126
H -0.6528 2.1234 4.3951 0.180 -0.033 0.047
H 0.3276 1.4104 5.6960 -0.018 0.177 -0.257
```
Forces are in eV/Å.